Model w:
DFT (ωB97M-V/def2-TZVPD) results for a structure of composition C17H29N4O2Pt.

- Kohn-Sham gap: 0.295 Ha
- LUMO energy: -2.440 eV
- Total charge: +1

Each line ends with the Mulliken charge.
Positions of all 53 atoms, in Å:
Pt (0.022, 0.059, -0.072)  1.70
C (0.204, -3.268, 0.738)  -0.76
C (1.321, -2.321, 1.217)  -0.38
N (1.611, -1.168, 0.335)  -0.46
C (2.708, -0.331, 0.898)  -0.50
C (2.717, 1.041, 0.233)  -0.77
N (1.337, 1.601, 0.221)  -0.44
C (0.977, 2.424, 1.430)  -0.73
C (1.119, 1.823, 2.835)  -0.75
C (0.207, 0.660, 3.324)  -0.90
N (-0.773, 0.278, 2.328)  -0.06
C (-1.542, -0.943, 2.502)  -0.94
C (-2.245, -1.335, 1.192)  -0.81
N (-1.378, -1.430, -0.033)  -0.44
C (-0.798, -2.767, -0.304)  -0.86
H (-0.330, -3.611, 1.625)  0.31
H (0.645, -4.167, 0.304)  0.40
H (2.240, -2.891, 1.373)  0.53
H (1.056, -1.881, 2.176)  0.01
H (1.897, -1.503, -0.583)  0.47
H (3.676, -0.824, 0.776)  0.46
H (2.515, -0.244, 1.965)  0.18
H (3.050, 0.963, -0.802)  0.40
H (3.405, 1.710, 0.757)  0.41
H (1.257, 2.230, -0.574)  0.40
H (-0.046, 2.758, 1.259)  0.20
H (1.632, 3.300, 1.406)  0.51
H (0.936, 2.683, 3.481)  0.50
H (2.165, 1.569, 3.020)  0.32
H (-0.243, 0.944, 4.283)  0.45
H (0.826, -0.217, 3.541)  0.34
H (-1.391, 1.054, 2.093)  0.29
H (-2.332, -0.860, 3.259)  0.49
H (-0.879, -1.741, 2.845)  0.41
H (-2.992, -0.574, 0.967)  0.41
H (-2.766, -2.287, 1.314)  0.48
H (-1.974, -1.188, -0.823)  0.44
H (-0.327, -2.690, -1.284)  0.38
H (-1.600, -3.506, -0.386)  0.44
O (-2.147, 2.326, 0.793)  -0.87
C (-2.219, 2.017, -0.395)  0.60
O (-1.455, 1.130, -0.976)  -1.05
C (-3.201, 2.677, -1.309)  0.43
C (-3.275, 2.343, -2.658)  -0.22
C (-4.201, 2.971, -3.477)  -0.68
C (-5.050, 3.935, -2.951)  -0.39
C (-4.976, 4.272, -1.606)  -0.60
C (-4.053, 3.645, -0.786)  -0.40
H (-2.603, 1.597, -3.059)  0.42
H (-4.259, 2.711, -4.525)  0.40
H (-5.772, 4.425, -3.591)  0.39
H (-5.637, 5.025, -1.198)  0.41
H (-3.981, 3.893, 0.265)  0.43

Model x:
DFT (ωB97M-V/def2-TZVPD) results for a structure of composition C17H29N4O2Pt.

- Kohn-Sham gap (alpha / beta): 0.265 / 0.275 Ha
- LUMO energy (alpha / beta): -3.304 / -3.145 eV
- Total charge: +1

Each line ends with the Mulliken charge.
Positions of all 53 atoms, in Å:
Pt (0.371, -0.707, 0.419)  3.03
C (-2.349, -2.826, 1.596)  -0.76
C (-1.637, -1.969, 2.666)  -0.58
N (-0.213, -1.700, 2.477)  -0.47
C (0.332, -0.874, 3.559)  -0.71
C (1.677, -0.230, 3.184)  -0.80
N (1.677, 0.406, 1.863)  -0.58
C (1.314, 1.830, 1.771)  -0.98
C (-0.054, 2.251, 2.317)  -0.70
C (-1.369, 1.712, 1.691)  -1.00
N (-1.267, 0.881, 0.504)  -0.44
C (-2.536, 0.284, 0.094)  -0.95
C (-2.346, -0.833, -0.947)  -0.90
N (-1.337, -1.827, -0.567)  -0.57
C (-1.759, -3.009, 0.189)  -0.97
H (-3.364, -2.438, 1.507)  0.31
H (-2.437, -3.843, 1.981)  0.41
H (-1.801, -2.462, 3.635)  0.54
H (-2.132, -0.999, 2.729)  0.13
H (0.299, -2.580, 2.441)  0.35
H (0.487, -1.460, 4.475)  0.48
H (-0.400, -0.099, 3.786)  0.30
H (2.437, -1.014, 3.179)  0.45
H (1.943, 0.493, 3.963)  0.36
H (2.607, 0.324, 1.457)  0.37
H (1.380, 2.103, 0.714)  0.30
H (2.052, 2.427, 2.326)  0.46
H (-0.062, 3.335, 2.210)  0.45
H (-0.083, 2.044, 3.388)  0.30
H (-2.002, 2.580, 1.465)  0.54
H (-1.903, 1.131, 2.449)  0.33
H (-0.822, 1.392, -0.285)  0.38
H (-3.196, 1.040, -0.354)  0.51
H (-3.038, -0.113, 0.979)  0.46
H (-2.016, -0.374, -1.881)  0.46
H (-3.316, -1.312, -1.126)  0.45
H (-0.879, -2.163, -1.410)  0.38
H (-0.879, -3.655, 0.255)  0.43
H (-2.527, -3.558, -0.378)  0.39
O (0.516, 1.595, -1.452)  -0.90
C (1.115, 0.698, -2.067)  0.61
O (1.249, -0.482, -1.613)  -1.02
C (1.717, 0.971, -3.406)  0.33
C (2.333, -0.055, -4.116)  -0.31
C (2.909, 0.209, -5.343)  -0.60
C (2.877, 1.492, -5.863)  -0.39
C (2.257, 2.513, -5.163)  -0.61
C (1.675, 2.256, -3.936)  -0.33
H (2.354, -1.048, -3.694)  0.41
H (3.392, -0.578, -5.900)  0.40
H (3.336, 1.700, -6.818)  0.40
H (2.234, 3.509, -5.577)  0.40
H (1.187, 3.036, -3.371)  0.41

Least stable: model x

Model w:
DFT (ωB97M-V/def2-TZVPD) results for a cluster of 2 separate species, C2H7NO4 in total.

- Kohn-Sham gap: 0.381 Ha
- LUMO energy: 0.831 eV

Each line ends with the Mulliken charge.
Positions of all 14 atoms, in Å:
C (0.230, 1.638, -0.425)  -1.07
C (0.882, 0.352, -0.040)  0.99
O (1.848, 0.204, 0.662)  -0.62
O (0.572, -0.654, -1.045)  -0.23
O (1.382, -1.806, -0.923)  -0.36
H (-0.155, 1.614, -1.441)  0.31
H (0.934, 2.455, -0.292)  0.34
H (-0.611, 1.792, 0.250)  0.28
H (2.118, -1.495, -0.349)  0.34
N (-1.104, -0.624, 1.078)  -0.40
O (-2.184, -0.769, 0.151)  -0.39
H (-1.540, -0.318, 1.946)  0.22
H (-0.619, -1.545, 1.144)  0.27
H (-1.754, -0.844, -0.714)  0.34

Model x:
DFT (ωB97M-V/def2-TZVPD) results for a cluster of 3 separate species, C2H7NO4 in total.

- Kohn-Sham gap: 0.394 Ha
- LUMO energy: 0.154 eV

Each line ends with the Mulliken charge.
Positions of all 14 atoms, in Å:
O (1.725, 0.917, -1.490)  -0.56
C (1.074, -0.104, -1.133)  0.12
N (0.642, -0.334, 0.177)  -0.07
C (-0.169, -1.476, 0.319)  0.04
O (0.172, -2.471, -0.221)  -0.44
H (0.592, -0.762, -1.877)  0.31
H (0.851, 0.124, 1.034)  0.33
H (-0.687, -1.382, 1.352)  0.29
O (1.631, 2.078, 1.495)  -0.70
H (0.732, 2.163, 1.084)  0.34
H (2.076, 1.937, 0.666)  0.34
O (-4.151, 0.562, 0.440)  -0.66
H (-3.973, 1.216, -0.301)  0.33
H (-4.537, -0.179, -0.099)  0.33

Least stable: model w

Model w:
DFT (ωB97M-V/def2-TZVPD) results for a cluster of 2 separate species, C7H14N in total.

- Kohn-Sham gap: 0.285 Ha
- LUMO energy: -5.305 eV
- Total charge: +1

Each line ends with the Mulliken charge.
Positions of all 22 atoms, in Å:
C (-2.594, 0.765, 1.450)  -1.40
C (-1.321, 0.456, 0.646)  -0.49
C (-0.701, 1.698, 0.086)  0.13
C (0.424, 2.275, 0.492)  -0.89
H (-3.393, 1.095, 0.790)  0.36
H (-2.918, -0.156, 1.932)  0.38
H (-2.419, 1.526, 2.206)  0.36
H (-1.649, -0.198, -0.180)  0.31
H (-0.630, -0.108, 1.286)  0.40
H (-1.276, 2.147, -0.722)  0.29
H (0.665, 3.297, 0.236)  0.29
H (1.156, 1.719, 1.068)  0.35
C (2.110, -1.272, -1.221)  0.18
C (2.396, -0.018, -1.510)  -0.69
C (0.574, -2.840, -0.306)  -0.03
N (0.882, -1.636, -0.585)  0.22
H (2.652, -2.134, -1.584)  0.26
H (1.730, 0.781, -1.202)  0.18
H (3.300, 0.225, -2.046)  0.28
H (-0.368, -3.050, 0.185)  0.29
H (1.189, -3.663, -0.648)  0.23
H (0.190, -0.909, -0.373)  0.00

Model x:
DFT (ωB97M-V/def2-TZVPD) results for a cluster of 2 separate species, C7H14N in total.

- Kohn-Sham gap: 0.385 Ha
- LUMO energy: -3.050 eV
- Total charge: +1

Each line ends with the Mulliken charge.
Positions of all 22 atoms, in Å:
C (-2.320, -0.759, 3.102)  -0.13
C (-2.109, -1.581, 2.249)  -0.49
C (2.456, -0.002, -0.259)  -1.71
C (1.243, 1.571, -2.013)  -1.26
C (-1.416, 0.460, -0.772)  -1.48
C (1.156, 0.600, -0.841)  0.98
C (0.003, 0.050, -0.454)  0.30
N (-0.142, -0.914, 0.636)  -0.12
H (-2.550, -0.267, 4.047)  0.41
H (2.493, 0.145, 0.765)  0.46
H (3.245, 0.455, -0.812)  0.41
H (2.498, -1.026, -0.458)  0.46
H (1.919, 1.201, -2.893)  0.33
H (0.261, 1.542, -2.475)  0.28
H (-2.451, -2.163, 1.335)  0.39
H (-1.753, 1.045, 0.140)  0.31
H (-2.080, -0.426, -0.836)  0.34
H (-1.485, 1.072, -1.680)  0.37
H (1.651, 2.478, -1.606)  0.36
H (-0.184, -1.881, 0.403)  0.41
H (-1.068, -0.726, 1.091)  -0.02
H (0.632, -0.871, 1.332)  0.39

Least stable: model x

Model w:
DFT (ωB97M-V/def2-TZVPD) results for the molecule C6H7I.

- Kohn-Sham gap: 0.323 Ha
- LUMO energy: 0.576 eV

Each line ends with the Mulliken charge.
Positions of all 14 atoms, in Å:
C (-0.243, -2.206, -0.115)  -1.18
C (0.390, -0.878, -0.177)  0.38
C (1.458, -0.113, -0.278)  -0.55
I (3.503, 0.007, -0.189)  0.13
C (0.201, 0.607, -0.104)  0.73
C (-0.478, 1.537, 0.906)  -0.62
C (-0.702, 1.616, -0.629)  -0.83
H (0.324, -2.927, -0.630)  0.35
H (-1.094, -2.127, -0.584)  0.38
H (-0.318, -2.620, 0.938)  0.27
H (-1.210, 1.005, 1.491)  0.25
H (0.152, 2.306, 1.608)  0.20
H (-1.583, 1.315, -1.067)  0.27
H (-0.400, 2.478, -1.172)  0.22

Model x:
DFT (ωB97M-V/def2-TZVPD) results for a structure of composition C6H7I.

- Kohn-Sham gap: 0.341 Ha
- LUMO energy: 0.623 eV

Each line ends with the Mulliken charge.
Positions of all 14 atoms, in Å:
C (-1.053, -0.082, -0.047)  -0.25
C (0.255, 0.320, 0.121)  -0.64
C (-1.584, -1.469, 0.246)  -0.67
C (-1.626, -1.060, -1.149)  -0.54
C (1.328, 0.824, 0.357)  1.42
C (2.676, 1.269, 0.544)  -1.55
I (-2.283, 1.524, 0.462)  0.03
H (-0.697, -2.012, 0.434)  0.31
H (-2.509, -1.392, 0.719)  0.32
H (-0.942, -1.476, -1.958)  0.22
H (-2.447, -0.636, -1.604)  0.31
H (2.675, 2.147, 1.149)  0.36
H (3.028, 1.368, -0.454)  0.28
H (3.178, 0.676, 1.181)  0.39

Least stable: model w